This record from OMol25 describes a cluster of 2 separate species, C3H10Si2 in total at a distorted geometry. The level of theory is the ωB97M-V functional and the def2-TZVPD basis.

Summary:
Lowest unoccupied orbital energy ... 0.016 hartree
Energy above the lowest of the compared OMol25 structures with the same formula, charge and spin ... 49.1 kcal per mole
HOMO-LUMO gap ... 9.83 eV
DFT total energy ... -699.14037 Eh
F_max ... 5.20 eV/Å

Geometry as ORCA input:
```
! wB97M-V def2-TZVPD RIJCOSX def2/J DEFGRID3
* xyz 0 1
C -0.925 0.734 -2.139
C -1.108 0.895 -0.829
C -0.876 -0.922 1.475
Si 2.154 -0.335 0.100
Si 0.079 0.402 0.547
H -1.457 1.113 -3.005
H 0.108 0.336 -2.452
H -1.884 1.510 -0.646
H -1.599 -1.466 0.777
H -0.207 -1.690 1.779
H -1.666 -0.569 2.215
H 2.560 -0.979 1.486
H 1.940 -1.345 -0.803
H 3.312 0.488 -0.394
H -0.431 1.827 1.891
*
```

---

This record from OMol25 describes a cluster of 2 separate species, C5H14N2 in total at a distorted geometry. The level of theory is the ωB97M-V functional and the def2-TZVPD basis.

Summary:
Lowest unoccupied orbital energy ... -0.029 hartree
Energy above the lowest of the compared OMol25 structures with the same formula, charge and spin ... 174.1 kcal per mole
HOMO-LUMO gap ... 7.69 eV
DFT total energy ... -308.14555 Eh
F_max ... 2.48 eV/Å

Geometry as ORCA input:
```
! wB97M-V def2-TZVPD RIJCOSX def2/J DEFGRID3
* xyz 0 1
C -0.296 0.706 0.114
N 1.134 0.358 -0.063
C 1.940 1.565 -0.141
C 1.652 -0.492 1.011
C -1.423 -0.256 -0.233
C -1.239 -1.314 -1.300
N -2.629 0.419 -0.201
H -0.550 1.007 1.159
H -0.437 1.551 -0.529
H 2.971 1.279 -0.424
H 2.085 2.112 0.791
H 1.681 2.075 -1.103
H 2.731 -0.549 0.805
H 1.254 -0.234 2.015
H 1.219 -1.517 0.895
H -1.921 -0.605 0.820
H -1.587 -0.723 -2.168
H -2.053 -2.038 -1.266
H -0.260 -1.729 -1.536
H -3.433 0.010 0.273
H -0.839 -1.627 1.082
*
```

---

This record from OMol25 describes an isolated molecule of C4H5N3 at a distorted geometry. The level of theory is the ωB97M-V functional and the def2-TZVPD basis.

Summary:
Lowest unoccupied orbital energy ... 0.024 hartree
Energy above the lowest of the compared OMol25 structures with the same formula, charge and spin ... 84.0 kcal per mole
HOMO-LUMO gap ... 10.05 eV
DFT total energy ... -319.57843 Eh
F_max ... 3.51 eV/Å
SMILES string ... c1nnc2n1CC2

Geometry as ORCA input:
```
! wB97M-V def2-TZVPD RIJCOSX def2/J DEFGRID3
* xyz 0 1
C -0.508 0.884 -1.566
N -0.274 2.123 -1.163
N 0.311 2.085 0.041
C 0.357 0.823 0.396
N -0.026 0.037 -0.652
C -0.063 -1.260 0.103
C 0.477 -0.464 1.343
H -1.190 0.546 -2.479
H -1.035 -1.460 0.561
H 0.530 -2.003 -0.519
H 1.562 -0.704 1.675
H -0.143 -0.608 2.263
*
```

---

This record from OMol25 describes a cluster of 7 separate species, C18H39FNO22PS3 in total at a distorted geometry. The level of theory is the ωB97M-V functional and the def2-TZVPD basis.

Summary:
Lowest unoccupied orbital energy ... -0.035 hartree
Energy above the lowest of the compared OMol25 structures with the same formula, charge and spin ... 0.0 kcal per mole
HOMO-LUMO gap ... 8.48 eV
DFT total energy ... -4055.10523 Eh
F_max ... 7.26 eV/Å
SMILES string ... O=S(=O)(F)N(S)P(O)(O)=S.COC(=O)OC.COC(=O)OC.COC(=O)OC.COC(=O)OC.COC(=O)OC.COC(=O)OC

Geometry as ORCA input:
```
! wB97M-V def2-TZVPD RIJCOSX def2/J DEFGRID3
* xyz 0 1
O 2.949 2.021 0.739
S 3.006 1.716 -0.708
O 3.223 2.999 -1.428
F 1.567 1.167 -1.300
N 4.280 0.674 -1.179
S 3.724 -0.710 -2.082
P 5.390 0.271 0.145
O 4.654 -0.246 1.546
O 6.422 1.567 0.374
S 6.511 -1.211 -0.483
H 4.676 -0.793 -3.090
H 3.689 -0.310 1.462
H 7.231 1.144 0.710
C -0.908 0.115 -1.955
O -2.053 -0.704 -2.190
C -2.481 -1.362 -1.109
O -1.991 -1.314 -0.014
O -3.548 -2.085 -1.461
C -4.114 -2.847 -0.395
H -0.652 0.598 -2.896
H -1.131 0.887 -1.218
H -0.062 -0.490 -1.634
H -4.463 -2.193 0.405
H -3.393 -3.570 -0.012
H -4.968 -3.390 -0.795
C 3.646 6.022 5.634
O 4.223 6.218 4.343
C 4.271 5.114 3.590
O 3.882 4.025 3.909
O 4.830 5.439 2.421
C 4.947 4.345 1.508
H 3.662 6.981 6.148
H 2.611 5.691 5.546
H 4.231 5.307 6.212
H 3.968 3.947 1.255
H 5.584 3.564 1.922
H 5.411 4.724 0.599
C 9.400 9.158 7.430
O 8.716 9.491 6.224
C 8.037 8.474 5.683
O 7.969 7.358 6.124
O 7.449 8.916 4.571
C 6.682 7.924 3.883
H 9.912 10.054 7.775
H 8.693 8.843 8.199
H 10.142 8.380 7.250
H 5.875 7.562 4.508
H 7.320 7.099 3.562
H 6.252 8.392 2.999
C -5.908 -4.526 -3.584
O -7.052 -5.345 -3.814
C -7.475 -6.001 -2.730
O -6.981 -5.946 -1.636
O -8.542 -6.725 -3.075
C -9.103 -7.483 -2.003
H -5.652 -4.043 -4.525
H -6.130 -3.754 -2.847
H -5.059 -5.132 -3.264
H -9.449 -6.826 -1.205
H -8.379 -8.203 -1.620
H -9.959 -8.028 -2.396
C 4.898 2.644 -3.925
O 5.485 2.778 -5.219
C 5.525 1.638 -5.910
O 5.123 0.568 -5.533
O 6.090 1.890 -7.094
C 6.198 0.749 -7.943
H 4.916 3.622 -3.449
H 3.862 2.317 -4.004
H 5.476 1.950 -3.313
H 5.212 0.347 -8.176
H 6.825 -0.015 -7.483
H 6.669 1.074 -8.869
C -10.630 -8.417 2.024
O -12.043 -8.599 2.091
C -12.656 -8.550 0.906
O -12.125 -8.372 -0.157
O -13.963 -8.733 1.109
C -14.747 -8.704 -0.083
H -10.244 -8.477 3.039
H -10.168 -9.205 1.429
H -10.386 -7.435 1.616
H -14.448 -9.503 -0.761
H -14.666 -7.734 -0.574
H -15.785 -8.862 0.205
*
```